The following is a quantum chemistry calculation of C32H30N3O2PW as an isolated structure in a non-equilibrium geometry, from the Open Molecules 2025 dataset.

ORCA input file:
```
! wB97M-V def2-TZVPD RIJCOSX def2/J DEFGRID3
* xyz 4 3
C -0.21558 3.28386 3.07188
H -1.35953 2.39517 -2.73404
C 0.15413 -0.07424 6.46714
H -1.91384 -1.82126 3.90560
C -0.83844 1.43903 -2.81131
H -1.49927 0.82993 5.39506
H 1.59058 -0.93718 2.97118
C -4.92572 -0.08108 2.18023
H 2.28351 0.11378 -3.17281
H -2.68167 0.34748 -2.79941
N 1.81900 -1.20130 -0.88172
C -4.04689 -1.85074 3.56621
C -4.20739 -2.15652 -0.50053
C 0.43089 -1.04299 -3.09857
H 0.52015 5.09283 0.65921
C 0.56628 1.37624 -2.86469
C -0.55295 0.29107 5.31865
C -0.13478 3.38141 -0.35065
H -3.52318 4.25996 4.83559
C 1.16721 -0.69334 3.94004
H -3.46868 1.28678 1.37484
H -4.19077 -2.86092 0.34890
H 0.89994 -2.01972 -3.22003
C -1.52908 4.90605 4.30810
H 0.67882 5.13684 -1.12443
H -4.19841 -2.75922 4.15165
H -0.93225 5.31049 -0.36982
W 0.11479 -0.04062 -0.45298
C -2.45289 2.73151 3.77850
H -6.15292 -1.60928 3.10272
C -2.99457 -1.38696 -0.53129
C -3.63671 0.42533 2.02601
O 2.25875 1.28585 1.49582
H -5.07501 -1.48662 -0.38919
H 0.48435 5.23876 3.62915
H 4.42342 -2.59320 -0.05678
O -0.24014 -2.50421 1.51998
C -1.59391 0.27189 -2.84250
C 1.19751 0.14049 -3.07248
C -2.58432 3.99697 4.35331
C 1.36115 -0.77143 6.35488
C -0.95765 -0.97926 -2.93191
H 1.90032 -1.06600 7.25241
C 1.44792 0.81962 0.77382
H 2.78666 -1.63556 4.98159
N -2.12125 -0.61913 -0.41677
H -4.31919 -2.71187 -1.44615
C 0.04383 4.80706 -0.28959
C -2.55858 -0.13568 2.73117
N -0.49904 2.27224 -0.33028
H -3.28274 2.03304 3.82921
C -2.76002 -1.32357 3.44102
H -5.76562 0.41484 1.67850
C 1.85554 -1.08192 5.08914
H -1.63407 5.88920 4.76868
C -5.13796 -1.21879 2.96828
H 4.69405 -2.18211 -1.80657
H 3.72225 -3.63784 -1.37957
C 2.79059 -1.80714 -1.09028
C -1.26298 2.35330 3.14483
C 3.98581 -2.60837 -1.07527
C -0.11334 -1.52053 0.89291
H -0.25744 0.19642 7.44042
C -0.04877 0.00277 4.03973
H 0.71467 3.01772 2.56989
P -0.92095 0.65101 2.53743
H -1.53691 -1.90177 -2.91630
H 1.17413 2.27568 -2.75071
C -0.34706 4.53844 3.66075
*
```

Its total energy is -53305.9102 eV. The value obtained for the HOMO-LUMO gap (spin up / spin down) is 4.393 / 4.276 eV. The value obtained for the energy above the lowest of the compared OMol25 structures with the same formula, charge and spin is 0.0 kJ/mol. The strongest force on any atom is 6.8 eV/Å. The expectation value of S² is 2.382. The value obtained for the HOMO energy (spin up / spin down) is -19.2 / -19.2 eV.